Entry 1:
{
  "formula": "C3H6O",
  "method": "ωB97M-V/def2-TZVPD",
  "symbols": ["C", "C", "C", "O", "H", "H", "H", "H", "H", "H"],
  "positions_angstrom": [[1.1663, -0.0829, -0.4269], [-0.3452, 0.2316, -0.3265], [-1.0575, -0.0547, 0.9521], [-0.6919, -0.7833, 1.8425], [1.7567, 0.6368, 0.1686], [1.5609, 0.0044, -1.4474], [1.4373, -1.0676, -0.0332], [-0.5723, 1.2240, -0.7310], [-1.1440, -0.3735, -0.8055], [-2.1103, 0.2651, 0.8073]],
  "forces_ev_per_a": [[-0.1523, -0.0253, 0.0467], [0.3984, 0.1694, 0.1603], [0.1545, -0.3961, 0.1248], [-0.1023, 0.6641, -0.2033], [-0.5182, -0.1565, -0.1227], [-0.3529, -0.1102, 0.1477], [-0.2962, 0.0920, -0.1294], [-0.0187, 0.0385, 0.3981], [1.0879, -0.4538, -1.2391], [-0.2003, 0.1777, 0.8169]],
  "smiles": "CCC=O",
  "homo_ev": -9.7898,
  "charge": 0,
  "relative_energy_kcal_mol": 18.7
}

Entry 2:
{
  "formula": "C3H6O",
  "method": "ωB97M-V/def2-TZVPD",
  "symbols": ["C", "C", "O", "C", "H", "H", "H", "H", "H", "H"],
  "positions_angstrom": [[1.4627, 0.7927, -1.0990], [0.2831, 0.2973, -0.6130], [0.0626, 0.0310, 0.5969], [-0.9906, -0.5689, 1.1042], [1.5398, 0.9407, -2.1059], [2.1831, 1.1721, -0.2803], [-0.4248, -0.1053, -1.2596], [-1.7209, -0.0068, 1.5772], [-1.6762, -1.0860, 0.3426], [-0.7188, -1.4669, 1.7369]],
  "forces_ev_per_a": [[-1.3567, -0.0047, 5.1334], [3.4341, 0.8549, -4.2887], [2.4600, 1.4606, 4.1994], [-3.0818, -5.4029, -0.6616], [0.5559, 0.4668, -2.3034], [-0.8925, -0.6348, -1.8810], [-1.4972, -0.4005, -1.5149], [-0.7736, 1.8639, 1.4803], [1.1001, 0.5626, 0.1154], [0.0517, 1.2340, -0.2788]],
  "smiles": "C=COC",
  "homo_ev": -8.4912,
  "charge": 0,
  "relative_energy_kcal_mol": 53.9
}

Entry 3:
{
  "formula": "C3H6O",
  "method": "ωB97M-V/def2-TZVPD",
  "symbols": ["C", "C", "H", "H", "C", "O", "H", "H", "H", "H"],
  "positions_angstrom": [[1.3508, 0.6803, 0.0867], [2.0297, -0.1982, -0.3867], [1.0852, 1.7795, 0.3311], [2.5467, -1.0901, -0.9349], [-0.9028, -0.4515, 0.2384], [-1.6207, 0.3577, -0.6514], [-0.0401, -1.0769, -0.2017], [-0.4118, 0.3495, 0.8809], [-1.6413, -0.9472, 0.7915], [-2.3957, 0.5968, -0.1539]],
  "forces_ev_per_a": [[1.9220, 3.2491, -0.2487], [1.1573, -1.8437, -1.3796], [0.2581, -2.7863, -0.3538], [-1.3655, 2.2809, 1.6167], [1.8199, 1.3304, 0.5578], [-0.1180, -0.0120, -1.7878], [-2.3086, 0.8732, 0.4990], [-0.3132, -1.8609, 0.1160], [-0.5439, -1.5640, 1.1327], [-0.5081, 0.3331, -0.1523]],
  "smiles": "C#C.CO",
  "homo_ev": -9.5672,
  "charge": 0,
  "relative_energy_kcal_mol": 100.5
}